No. 1
This record from the OMol25 dataset describes a structure of composition C28H37N8OS3Zr. The level of theory is the ωB97M-V functional and the def2-TZVPD basis.

The geometry in XYZ format:
```
78
C28H37N8OS3Zr (the ωB97M-V functional and the def2-TZVPD basis)
C -3.480 0.250 1.971
C -0.687 -2.555 4.001
H 4.092 -3.038 -3.992
H 2.063 -1.195 2.479
C 1.077 0.110 -4.991
C 4.144 -1.426 -1.020
H -2.394 -2.298 1.603
Zr 0.067 0.345 -0.076
C -1.473 -2.741 1.232
N -3.921 0.744 0.670
C -0.427 -1.569 3.052
N 0.809 0.787 -2.714
S 0.014 1.058 2.330
S 0.125 -1.804 -1.462
N 0.427 4.537 1.472
C 4.622 -2.026 -2.175
C -3.099 0.786 -0.374
H 1.239 4.918 1.928
C -2.773 1.249 -2.729
N 1.767 3.049 0.374
H 2.747 0.863 1.769
H 2.958 0.571 -5.925
H -2.407 0.090 1.968
H -1.939 1.929 -2.916
H -3.715 0.990 2.735
H -5.675 1.070 -0.450
C -0.248 0.040 4.828
C 2.127 -1.742 1.538
H -1.508 -2.804 0.150
C 2.368 -2.484 -2.848
H 3.046 -2.336 1.560
H 4.079 -0.276 1.505
N -3.411 1.535 -1.453
H 0.639 -0.369 -5.855
H -0.079 1.063 5.140
H 4.856 -1.028 -0.311
C -5.348 1.033 0.583
H -3.513 1.361 -3.523
C 1.870 -1.871 -1.699
C 2.842 1.265 -3.896
C -0.211 -0.263 3.465
C 3.255 0.257 1.025
C -4.083 2.824 -1.360
H 1.665 -2.902 -3.558
H -4.000 -0.679 2.209
C 0.355 0.188 -3.810
N 2.275 -0.712 0.452
H -1.393 -3.758 1.626
H -5.597 1.971 1.082
O -2.019 0.099 -0.383
H -3.456 3.569 -1.851
C 3.730 -2.561 -3.090
H 3.828 1.711 -3.874
H -0.850 -3.577 3.685
H -0.622 -0.269 -3.746
C 2.356 0.638 -5.029
H 0.890 -3.150 0.462
H -0.944 -3.026 6.074
C 2.779 -1.336 -0.773
C 0.574 3.506 0.628
H -0.489 4.816 1.767
H -0.536 -0.692 6.817
C -0.736 -2.249 5.350
H 3.663 0.903 0.258
N -0.326 -1.904 1.642
S -0.865 2.849 -0.135
N 1.640 2.058 -0.588
H -5.883 0.225 1.083
C 2.392 2.138 -1.612
H -4.184 3.122 -0.321
C 2.030 1.333 -2.775
C -0.508 -0.943 5.765
H -2.414 0.224 -2.731
H 3.203 2.860 -1.662
H -5.062 2.815 -1.842
H 5.688 -2.082 -2.349
C 0.934 -2.654 1.427
H 1.036 -3.431 2.193
```

As for the total energy: -77390.62743 eV. As for the multiplicity: 1. The calculation puts the relative energy (zero: lowest compared OMol25 entry of this formula, charge and spin) at 8.0 kcal/mol. As for the net charge: +1. The highest occupied orbital energy is -10.06 eV.


No. 2
This record from the OMol25 dataset describes a structure of composition C28H38BaN4OP2 in a non-equilibrium geometry. The level of theory is the ωB97M-V functional and the def2-TZVPD basis.

The geometry in XYZ format:
```
74
C28H38BaN4OP2 (the ωB97M-V functional and the def2-TZVPD basis)
H 4.114 -0.587 0.053
P 3.211 6.723 -3.851
C 2.721 -0.697 -1.590
H 6.295 7.001 -4.290
O -0.532 -1.338 1.885
C -0.525 7.293 -8.760
C 2.712 10.052 -1.851
C 3.711 2.758 -8.842
H 3.212 1.970 -1.441
H 4.870 7.874 -5.313
Ba -0.935 0.576 0.687
H 2.141 2.684 -5.887
C 1.997 1.614 0.342
C 2.215 2.204 -1.025
H 0.722 -1.555 -2.037
H -0.880 -2.683 3.381
H -2.657 -1.833 -0.274
H -2.369 -2.073 2.623
N 1.284 6.367 -7.749
C 6.017 6.144 -3.690
C 4.151 10.058 -1.894
H 1.538 2.267 -3.079
C 3.287 1.985 -7.705
H 2.795 7.132 -9.097
C -1.326 -2.379 2.431
N 2.609 4.128 -7.418
H 6.230 3.342 -1.920
N 4.682 5.891 -3.364
H 0.278 2.624 -1.914
H 1.628 2.336 1.098
H 1.298 8.448 -2.574
H -0.414 0.470 -2.646
H 3.914 6.937 -7.535
C 0.649 7.660 -9.499
H -0.666 6.044 -6.881
H 4.265 2.391 -9.697
C 2.286 8.857 -2.405
C 0.603 0.536 -2.225
H 4.800 10.849 -1.540
H -1.358 -3.255 1.764
P 2.166 5.531 -6.460
C 2.617 2.842 -6.847
H -2.062 -1.493 -1.910
H 3.067 -1.674 -1.962
H 2.148 0.092 1.786
C 4.558 8.867 -2.481
C 4.640 4.703 -2.618
C -2.318 -1.040 -0.949
C 3.022 -0.676 -0.071
C 1.740 7.080 -8.862
C 2.317 0.376 0.740
C 3.850 7.475 -5.421
C 3.781 6.441 -6.564
H -1.544 7.573 -8.991
H 2.077 10.837 -1.467
H 3.411 4.952 -9.252
H 4.585 5.694 -6.462
C 1.129 1.943 -2.103
C 3.290 4.066 -8.640
C 1.265 -0.596 -1.947
C 5.936 4.230 -2.460
H 3.186 8.330 -5.631
H -3.157 -0.340 -1.107
H 2.229 3.298 -0.875
H 0.689 8.279 -10.388
H 2.757 -1.664 0.354
H 3.465 0.932 -7.542
H 3.684 4.317 -2.282
N 3.417 8.112 -2.791
H 3.332 0.066 -2.100
C 6.807 5.141 -3.145
H 7.885 5.073 -3.228
C -0.114 6.509 -7.691
H 5.549 8.487 -2.693
```

As for the total energy: -56928.13284 eV. As for the multiplicity: 1. The calculation puts the relative energy (zero: lowest compared OMol25 entry of this formula, charge and spin) at 0.0 kcal/mol. The highest occupied orbital energy is -6.15 eV.


No. 3
This record from the OMol25 dataset describes a structure of composition C28H38ClIIrN3O2Si2Te. The level of theory is the ωB97M-V functional and the def2-TZVPD basis.

The geometry in XYZ format:
```
77
C28H38ClIIrN3O2Si2Te (the ωB97M-V functional and the def2-TZVPD basis)
Si -3.228 -2.975 -0.886
H -3.006 3.219 3.782
C -2.810 -2.051 0.772
H -2.901 3.656 2.085
H -4.135 -5.231 -1.221
H -5.949 3.223 1.526
H 0.818 2.172 -2.949
H 5.049 1.659 -2.547
H 4.905 -3.044 -2.843
C -4.238 0.145 3.550
H -1.899 2.343 2.747
H -0.439 5.632 1.017
H -0.812 3.244 0.468
C -1.603 -3.145 -1.800
C -4.430 -1.917 -1.842
Te -2.083 -0.117 0.509
H -6.711 1.697 1.982
C 2.954 2.080 -2.747
H -5.385 -1.809 -1.325
H 6.068 4.064 1.974
C 2.711 4.432 1.359
C 3.826 -3.079 -2.981
N 2.337 -1.853 -1.420
C 1.661 5.365 1.353
C 2.580 -0.540 -1.914
I 6.254 1.041 1.366
H 1.852 6.398 1.608
C 1.974 -3.423 0.127
H -4.048 -0.918 -2.072
Cl 4.478 6.340 2.122
C 1.461 0.244 -2.243
C 5.061 3.777 1.703
H -3.704 -1.945 1.390
H -0.849 -3.645 -1.190
N 1.161 2.706 0.696
Si -4.270 1.607 2.392
H -5.024 -0.573 3.311
C 3.449 2.075 1.012
H 3.515 -2.274 -3.640
H 3.409 -5.777 0.033
N 3.150 -2.926 -1.693
C 4.781 2.459 1.366
H -3.262 -5.153 0.303
C 3.559 -5.221 -0.888
C 4.076 4.750 1.705
C -2.887 2.811 2.777
H 3.118 -5.794 -1.707
H -4.644 -2.393 -2.801
H 4.716 -0.641 -1.729
H 1.595 -3.946 0.985
C 3.866 -0.036 -2.011
H -4.887 -4.475 0.176
C 1.669 1.572 -2.653
C 4.044 1.269 -2.449
O 3.131 0.900 0.697
H -6.218 2.840 3.220
C -3.864 0.958 0.595
H -3.282 -0.385 3.573
H -4.648 0.298 0.219
C 1.634 -2.142 -0.282
H 4.628 -5.131 -1.074
H -4.424 0.484 4.571
H 0.500 -0.234 -2.390
C 2.913 -3.889 -0.788
C 0.393 4.944 1.026
H 3.535 -4.029 -3.423
C -5.935 2.413 2.256
C 2.420 3.110 1.019
Ir 0.934 0.700 0.185
O 0.800 -1.296 0.258
H -3.759 1.809 -0.080
H -1.208 -2.176 -2.117
C -3.940 -4.603 -0.350
C 0.179 3.605 0.711
H -2.047 -2.599 1.325
H -1.747 -3.743 -2.701
H 3.112 3.092 -3.094
```

As for the total energy: -84702.53387 eV. As for the multiplicity: 6. As for the net charge: +3. The highest occupied orbital energy (spin up / spin down) is -15.97 / -16.63 eV. Its expectation value of S² is 8.80.


No. 4
This record from the OMol25 dataset describes a structure of composition C28H39AlBr4Cl8F10N4NaO10PS2 in a non-equilibrium geometry. The level of theory is the ωB97M-V functional and the def2-TZVPD basis.

The geometry in XYZ format:
```
108
C28H39AlBr4Cl8F10N4NaO10PS2 (the ωB97M-V functional and the def2-TZVPD basis)
Cl -0.478 11.064 3.995
H 6.598 0.517 6.319
O -3.062 -6.800 -3.395
C 5.184 1.696 5.213
Br 0.716 3.519 -2.734
F 0.080 0.697 -2.851
O -8.563 -4.393 -3.959
O -2.042 4.027 5.637
O 0.444 6.639 3.709
H 5.968 0.352 3.780
F 1.211 4.948 1.392
C 3.547 -5.261 -2.899
Cl -2.046 10.508 1.639
C 6.354 1.576 6.189
H -5.295 -5.571 -3.514
C 4.857 -4.398 -0.628
H 0.159 -1.796 -2.344
Cl 1.520 7.992 -1.034
H 1.465 -3.492 -3.049
Cl 3.116 6.652 -3.005
C -0.684 -2.461 -2.240
O -1.354 -7.089 -1.543
C -4.990 -4.588 -3.175
H 7.331 3.747 7.030
H -1.434 0.754 -0.045
H 4.340 3.458 6.131
H 5.468 -5.319 -3.798
O 1.379 -5.165 -1.854
C -0.957 0.097 -0.769
H 2.976 -4.285 0.348
S 0.509 5.226 3.927
F -3.531 -3.000 -6.501
H 7.359 4.232 5.312
H 5.233 3.802 4.646
F -2.653 2.223 3.333
P -1.691 -6.338 -2.747
H -9.699 -2.899 -3.108
F -4.371 3.421 3.855
F -3.244 3.871 2.071
H -9.651 -5.705 -1.878
Cl -1.679 8.459 3.661
H 8.835 3.670 6.096
Br -4.150 -2.044 -4.259
O 1.122 4.795 5.148
F -1.428 2.694 -1.419
H 5.108 1.596 3.090
O 7.508 2.179 5.642
H -1.002 -6.599 -4.740
H -8.391 -3.558 -2.112
C -0.945 9.811 2.844
C -10.162 -4.787 -2.170
C -2.933 -3.969 -1.963
C 7.757 3.534 6.050
H 3.640 3.067 4.567
H 0.840 6.389 -2.620
H -5.890 -3.990 -3.071
N -0.756 4.412 3.459
Na 0.765 -4.383 0.024
H 4.411 0.965 5.450
F 1.811 3.295 2.654
C 0.089 0.935 -1.521
C 2.798 -4.977 -1.782
H -3.135 -4.355 -4.349
H -4.591 -4.217 -5.243
C -2.015 -0.536 -1.673
F 0.370 2.842 -0.151
H -2.071 -0.080 -2.660
C 4.920 -5.100 -2.894
C 1.513 7.239 -2.629
H 5.406 -4.079 0.245
C -4.229 -4.670 -1.818
H -10.628 -4.348 -1.286
C -3.148 3.472 3.348
Cl 3.339 1.693 1.246
C -0.120 2.463 -1.304
H -4.804 -4.210 -1.019
H -2.981 -0.359 -1.216
F 2.873 5.174 2.751
H 3.005 -5.612 -3.765
O -2.716 5.890 4.219
C 1.655 4.634 2.621
C 4.572 3.086 5.136
C 0.810 -4.356 -2.928
O -0.574 -6.622 -3.872
Al 2.131 10.292 -2.735
Cl 0.907 8.414 -3.853
H -10.949 -5.065 -2.874
Cl 0.492 9.157 2.020
H 0.805 -4.858 -3.884
H 6.101 1.971 7.173
H -2.932 -7.281 -4.221
H -4.110 -5.708 -1.518
N 5.739 1.343 3.855
C 3.491 -4.538 -0.605
H -0.443 -0.643 -0.164
N -2.988 -2.656 -1.717
C -1.738 -4.556 -2.380
H -9.257 -4.615 -4.587
C -9.186 -3.819 -2.811
Br 1.901 0.557 -0.845
H 6.630 1.850 3.747
S -2.081 4.603 4.329
C -0.547 -3.808 -2.515
Br 5.321 1.639 0.092
N -1.873 -1.988 -1.886
H 6.653 -4.551 -1.821
C 5.582 -4.664 -1.779
C -4.146 -3.974 -4.289
```

As for the total energy: -505579.62959 eV. As for the multiplicity: 1. The calculation puts the relative energy (zero: lowest compared OMol25 entry of this formula, charge and spin) at 0.0 kcal/mol. As for the net charge: +2. The highest occupied orbital energy is -10.13 eV.


No. 5
This record from the OMol25 dataset describes a structure of composition C28H39AsN8Zr. The level of theory is the ωB97M-V functional and the def2-TZVPD basis.

The geometry in XYZ format:
```
77
C28H39AsN8Zr (the ωB97M-V functional and the def2-TZVPD basis)
H -5.616 -4.178 0.596
N -0.512 0.845 5.052
C -0.539 -0.861 -2.865
H -4.514 -2.609 -0.336
H 3.989 -1.908 2.019
H -7.689 -5.163 1.474
H 2.855 0.358 1.331
Zr -0.108 0.158 0.152
H -5.719 -1.458 3.974
N 1.888 0.866 -0.896
H 0.784 5.872 -2.051
C -1.360 0.076 4.377
C -0.059 5.204 -1.876
C -1.163 -1.549 -3.897
H 1.088 2.156 4.931
C -1.676 3.707 0.847
H 1.332 -2.386 -0.359
C -2.807 3.023 1.624
C -2.218 -1.525 -1.423
C 3.337 -1.742 1.160
H -4.114 2.531 -0.846
C -3.605 2.019 -1.661
C -4.253 -2.093 1.745
H 2.183 1.771 -0.521
H -0.736 -1.558 -4.893
H 4.483 0.052 0.842
H -3.771 3.471 1.389
C 0.529 1.386 2.997
H 1.173 4.037 -0.512
N -0.325 0.600 2.316
C -3.370 -1.419 2.632
H 0.141 -2.593 0.693
H -7.795 -2.580 4.664
H -2.102 -0.458 4.958
N -2.292 -2.216 -3.695
H 1.749 1.086 -1.885
As -0.932 2.713 -0.655
H -0.576 5.080 -2.826
C -2.813 -2.210 -2.473
C 0.479 3.875 -1.341
C -1.300 -0.042 2.996
C -2.249 -0.807 2.158
C 3.464 -0.296 0.682
C -6.063 -3.765 1.490
H -0.824 3.960 1.480
C -3.869 -2.120 0.379
C -2.302 2.707 -2.039
N -1.907 -0.827 0.829
H -2.657 3.137 2.697
H 1.009 3.334 -2.128
N -7.830 -3.916 3.103
H 1.609 -1.528 2.436
H -2.907 1.955 1.408
C -5.469 -2.716 2.209
H -2.011 4.642 0.398
C 3.088 -0.058 -0.785
H -2.456 3.769 -2.240
N 0.917 -1.966 0.476
C -7.221 -4.333 1.989
H 3.907 0.393 -1.343
H 1.917 -3.178 1.914
H -3.462 0.974 -1.369
H 2.833 -0.983 -1.302
C 0.415 1.513 4.374
H 3.702 -2.425 0.387
H -0.723 5.707 -1.174
C -6.093 -2.288 3.391
H -1.845 2.276 -2.932
H 0.383 -0.321 -3.041
C -2.720 -1.512 -0.032
H -4.279 2.026 -2.517
H -3.732 -2.765 -2.336
N -1.066 -0.850 -1.629
H 1.301 1.913 2.446
C -7.270 -2.906 3.774
H -3.596 -1.406 3.688
C 1.944 -2.138 1.594
```

As for the total energy: -103671.37715 eV. As for the multiplicity: 1. As for the net charge: +4. The highest occupied orbital energy is -18.75 eV.


What did the second record say?
This record from the OMol25 dataset describes a structure of composition C28H38BaN4OP2 in a non-equilibrium geometry. The level of theory is the ωB97M-V functional and the def2-TZVPD basis.

The geometry in XYZ format:
```
74
C28H38BaN4OP2 (the ωB97M-V functional and the def2-TZVPD basis)
H 4.114 -0.587 0.053
P 3.211 6.723 -3.851
C 2.721 -0.697 -1.590
H 6.295 7.001 -4.290
O -0.532 -1.338 1.885
C -0.525 7.293 -8.760
C 2.712 10.052 -1.851
C 3.711 2.758 -8.842
H 3.212 1.970 -1.441
H 4.870 7.874 -5.313
Ba -0.935 0.576 0.687
H 2.141 2.684 -5.887
C 1.997 1.614 0.342
C 2.215 2.204 -1.025
H 0.722 -1.555 -2.037
H -0.880 -2.683 3.381
H -2.657 -1.833 -0.274
H -2.369 -2.073 2.623
N 1.284 6.367 -7.749
C 6.017 6.144 -3.690
C 4.151 10.058 -1.894
H 1.538 2.267 -3.079
C 3.287 1.985 -7.705
H 2.795 7.132 -9.097
C -1.326 -2.379 2.431
N 2.609 4.128 -7.418
H 6.230 3.342 -1.920
N 4.682 5.891 -3.364
H 0.278 2.624 -1.914
H 1.628 2.336 1.098
H 1.298 8.448 -2.574
H -0.414 0.470 -2.646
H 3.914 6.937 -7.535
C 0.649 7.660 -9.499
H -0.666 6.044 -6.881
H 4.265 2.391 -9.697
C 2.286 8.857 -2.405
C 0.603 0.536 -2.225
H 4.800 10.849 -1.540
H -1.358 -3.255 1.764
P 2.166 5.531 -6.460
C 2.617 2.842 -6.847
H -2.062 -1.493 -1.910
H 3.067 -1.674 -1.962
H 2.148 0.092 1.786
C 4.558 8.867 -2.481
C 4.640 4.703 -2.618
C -2.318 -1.040 -0.949
C 3.022 -0.676 -0.071
C 1.740 7.080 -8.862
C 2.317 0.376 0.740
C 3.850 7.475 -5.421
C 3.781 6.441 -6.564
H -1.544 7.573 -8.991
H 2.077 10.837 -1.467
H 3.411 4.952 -9.252
H 4.585 5.694 -6.462
C 1.129 1.943 -2.103
C 3.290 4.066 -8.640
C 1.265 -0.596 -1.947
C 5.936 4.230 -2.460
H 3.186 8.330 -5.631
H -3.157 -0.340 -1.107
H 2.229 3.298 -0.875
H 0.689 8.279 -10.388
H 2.757 -1.664 0.354
H 3.465 0.932 -7.542
H 3.684 4.317 -2.282
N 3.417 8.112 -2.791
H 3.332 0.066 -2.100
C 6.807 5.141 -3.145
H 7.885 5.073 -3.228
C -0.114 6.509 -7.691
H 5.549 8.487 -2.693
```

As for the total energy: -56928.13284 eV. As for the multiplicity: 1. The calculation puts the relative energy (zero: lowest compared OMol25 entry of this formula, charge and spin) at 0.0 kcal/mol. The highest occupied orbital energy is -6.15 eV.